Entry 1:
{
  "formula": "C14H11O3SbSe4W",
  "method": "ωB97M-V with the def2-TZVPD basis set",
  "symbols": ["W", "Se", "Sb", "Se", "Se", "Se", "O", "C", "C", "O", "O", "C", "C", "C", "C", "C", "C", "C", "C", "C", "C", "C", "C", "H", "H", "H", "H", "H", "H", "H", "H", "H", "H", "H"],
  "positions_angstrom": [[-0.278, 1.100, 1.302], [1.360, 5.558, -0.155], [0.356, 3.359, 0.334], [0.188, 1.032, -1.092], [1.758, 0.949, 2.374], [-1.484, 2.799, 2.442], [0.249, -1.295, 0.988], [-0.799, -1.893, 1.832], [-2.075, -1.072, 1.516], [-3.181, -1.479, 1.702], [-1.765, 0.133, 1.087], [-1.082, -3.332, 1.487], [-0.834, -3.796, 0.201], [-1.215, -5.075, -0.159], [-1.850, -5.891, 0.760], [-2.113, -5.424, 2.037], [-1.738, -4.145, 2.404], [-0.403, -1.592, 3.273], [-0.806, -0.402, 3.893], [-0.298, -0.047, 5.135], [0.603, -0.881, 5.773], [0.982, -2.073, 5.179], [0.500, -2.421, 3.928], [1.025, -1.898, 0.978], [-0.359, -3.162, -0.535], [-1.021, -5.421, -1.162], [-2.153, -6.888, 0.477], [-2.619, -6.052, 2.754], [-1.961, -3.779, 3.394], [-1.618, 0.212, 3.481], [-0.590, 0.890, 5.592], [1.008, -0.595, 6.730], [1.679, -2.726, 5.678], [0.816, -3.343, 3.462]],
  "forces_ev_per_a": [[5.97, 1.94, 1.45], [-1.04, -1.82, 0.27], [1.09, 1.09, -0.56], [-0.07, 1.48, -0.92], [-0.19, 0.37, -0.16], [-0.38, 1.42, -0.25], [-0.85, -1.17, 0.03], [0.04, 0.25, -0.05], [-0.04, -1.56, 0.37], [0.16, 0.32, -0.12], [-4.13, -2.17, -0.80], [0.13, 0.15, -0.05], [0.10, 0.07, 0.04], [0.01, -0.08, 0.00], [-0.04, -0.09, -0.06], [-0.02, -0.01, 0.09], [0.12, -0.05, -0.13], [-0.16, -0.03, 0.25], [-0.75, -0.50, 0.28], [0.00, -0.09, -0.05], [-0.10, 0.21, -0.04], [0.18, -0.04, -0.14], [-0.13, 0.17, -0.08], [-0.38, 0.78, 0.19], [0.00, 0.10, 0.03], [0.01, -0.09, -0.10], [-0.03, -0.11, -0.02], [-0.06, -0.09, 0.04], [-0.02, 0.07, 0.10], [0.47, -0.27, 0.20], [-0.08, -0.01, -0.02], [0.05, -0.02, 0.15], [0.10, -0.11, 0.10], [0.04, -0.10, -0.03]],
  "lowdin_charge": [0.187, -0.030, 0.340, 0.104, 0.215, 0.106, -0.207, -0.305, -0.501, 0.194, -0.338, -0.163, -0.015, -0.069, -0.078, -0.062, -0.020, -0.194, -0.139, -0.083, -0.072, -0.058, -0.028, 0.139, 0.119, 0.106, 0.104, 0.107, 0.126, 0.061, 0.115, 0.107, 0.107, 0.125],
  "mol_weight_g_mol": 848.679,
  "e_homo_ev": [-7.91, -7.91],
  "e_tot_ha": -10678.87346,
  "spin_multiplicity": 1,
  "total_charge": 0
}

Entry 2:
{
  "formula": "C40H42F5N4PtS2",
  "method": "ωB97M-V with the def2-TZVPD basis set",
  "symbols": ["Pt", "S", "C", "N", "C", "C", "N", "C", "C", "C", "C", "C", "C", "C", "C", "S", "C", "C", "C", "C", "C", "C", "C", "H", "H", "H", "H", "H", "H", "H", "H", "H", "H", "H", "H", "H", "H", "H", "H", "H", "H", "C", "C", "C", "C", "C", "C", "C", "C", "N", "C", "C", "C", "C", "N", "C", "C", "C", "C", "C", "C", "C", "C", "H", "H", "H", "H", "H", "H", "H", "H", "H", "H", "H", "H", "H", "H", "H", "H", "H", "H", "H", "H", "H", "H", "H", "H", "F", "C", "F", "C", "F", "F", "F"],
  "positions_angstrom": [[-0.867, 1.563, 1.183], [0.000, 0.209, 2.797], [1.163, -0.659, 1.944], [1.767, -1.716, 2.444], [2.785, -2.437, 1.679], [2.441, -2.392, 0.217], [2.246, -1.000, -0.190], [2.754, -0.648, -1.523], [4.261, -0.577, -1.514], [4.907, 0.364, -0.713], [6.290, 0.424, -0.687], [7.039, -0.454, -1.462], [6.402, -1.389, -2.262], [5.014, -1.453, -2.284], [1.606, -0.161, 0.592], [1.333, 1.454, 0.220], [1.458, -2.270, 3.776], [0.638, -3.530, 3.645], [1.227, -4.775, 3.831], [0.484, -5.936, 3.663], [-0.854, -5.854, 3.305], [-1.450, -4.611, 3.127], [-0.709, -3.452, 3.298], [2.788, -3.469, 2.028], [3.767, -1.995, 1.869], [1.531, -2.955, -0.007], [3.264, -2.799, -0.369], [2.310, 0.303, -1.808], [2.397, -1.419, -2.208], [4.322, 1.059, -0.120], [6.787, 1.161, -0.070], [8.120, -0.404, -1.444], [6.983, -2.071, -2.869], [4.514, -2.182, -2.912], [0.947, -1.508, 4.359], [2.415, -2.479, 4.256], [2.269, -4.842, 4.126], [0.947, -6.900, 3.818], [-1.436, -6.757, 3.180], [-2.499, -4.545, 2.868], [-1.182, -2.485, 3.173], [0.665, 4.532, -0.179], [-0.722, 5.047, 0.075], [-0.892, 6.386, 0.397], [-2.153, 6.916, 0.607], [-3.263, 6.109, 0.459], [-3.147, 4.763, 0.123], [-4.426, 3.992, -0.075], [-1.858, 4.238, -0.035], [-1.690, 2.821, -0.318], [-2.086, 2.378, -1.452], [-2.567, 3.246, -2.575], [-2.085, 0.900, -1.762], [-3.377, 0.332, -2.275], [-0.982, 0.304, -1.643], [-0.783, -1.050, -2.005], [-0.083, -1.292, -3.193], [0.295, -0.147, -4.092], [0.238, -2.604, -3.526], [-0.115, -3.656, -2.695], [-0.820, -3.397, -1.528], [-1.174, -2.099, -1.167], [-1.977, -1.851, 0.077], [1.326, 5.355, -0.446], [0.691, 3.806, -0.992], [1.075, 4.060, 0.717], [-0.017, 7.020, 0.473], [-2.269, 7.960, 0.867], [-4.255, 6.521, 0.599], [-5.064, 4.100, 0.801], [-4.279, 2.930, -0.232], [-4.974, 4.399, -0.928], [-2.244, 4.276, -2.456], [-3.658, 3.231, -2.621], [-2.194, 2.847, -3.519], [-4.176, 0.524, -1.556], [-3.290, -0.739, -2.444], [-3.653, 0.809, -3.216], [0.751, 0.668, -3.525], [-0.582, 0.269, -4.593], [0.992, -0.472, -4.862], [0.771, -2.797, -4.450], [0.142, -4.672, -2.963], [-1.120, -4.216, -0.884], [-2.059, -2.765, 0.665], [-2.990, -1.513, -0.154], [-1.536, -1.075, 0.703], [-3.214, 2.769, 2.238], [-2.771, 1.514, 1.922], [-3.631, 1.045, 0.935], [-3.150, 0.667, 3.152], [-2.427, 1.031, 4.217], [-2.935, -0.642, 2.927], [-4.438, 0.810, 3.456]],
  "forces_ev_per_a": [[-0.14, 0.13, 0.02], [-0.06, -0.04, 0.05], [-0.02, 0.06, 0.01], [0.03, -0.05, -0.01], [-0.01, 0.01, -0.01], [0.01, 0.01, 0.00], [-0.03, -0.01, -0.01], [0.05, 0.02, 0.00], [-0.03, 0.00, 0.04], [0.01, -0.02, -0.02], [0.00, 0.00, -0.01], [0.01, 0.01, 0.00], [0.00, -0.02, 0.00], [-0.01, 0.01, -0.01], [0.04, -0.05, 0.00], [0.05, 0.06, -0.05], [-0.01, -0.02, 0.03], [0.00, 0.00, -0.02], [0.00, 0.02, 0.02], [-0.02, -0.02, -0.01], [0.01, 0.00, 0.02], [0.00, 0.01, 0.00], [0.02, -0.01, -0.01], [0.00, 0.00, -0.01], [-0.01, 0.00, 0.01], [0.00, -0.01, 0.01], [0.00, 0.01, -0.01], [-0.04, -0.01, 0.01], [0.03, 0.00, 0.00], [0.00, 0.01, 0.01], [0.00, 0.00, 0.00], [0.00, 0.00, 0.00], [0.00, 0.00, 0.00], [0.00, 0.00, 0.00], [0.00, -0.01, -0.01], [0.00, 0.00, 0.01], [0.00, 0.00, 0.00], [0.00, 0.00, 0.00], [0.00, 0.00, 0.00], [0.00, 0.00, 0.00], [0.00, 0.00, 0.00], [0.00, 0.00, 0.04], [-0.01, 0.01, -0.02], [0.01, 0.00, -0.01], [-0.01, 0.01, 0.00], [0.00, 0.02, 0.01], [0.02, -0.02, -0.02], [-0.01, 0.01, 0.01], [0.03, 0.01, 0.02], [-0.03, -0.10, -0.10], [0.00, 0.01, 0.08], [-0.01, -0.02, 0.00], [-0.11, 0.10, -0.01], [0.01, 0.03, -0.01], [0.18, -0.13, 0.00], [-0.05, 0.03, -0.06], [0.02, 0.00, -0.06], [0.02, -0.01, 0.00], [0.00, 0.02, 0.02], [-0.03, 0.02, 0.03], [0.03, -0.02, -0.02], [-0.02, -0.04, 0.05], [-0.04, 0.00, 0.02], [-0.01, 0.00, 0.00], [0.00, -0.01, -0.01], [0.00, 0.01, -0.01], [0.00, 0.00, 0.00], [0.00, 0.00, 0.00], [0.00, 0.00, 0.00], [0.00, 0.00, 0.00], [0.00, -0.02, 0.01], [0.01, 0.00, 0.00], [0.01, 0.01, 0.01], [0.01, 0.00, -0.01], [0.00, 0.00, 0.00], [0.00, -0.01, -0.01], [0.02, 0.00, 0.01], [-0.02, 0.00, 0.00], [-0.01, 0.01, 0.00], [0.00, 0.00, 0.01], [-0.01, 0.00, 0.00], [0.00, 0.01, 0.00], [0.00, 0.00, 0.00], [0.00, 0.00, 0.00], [-0.01, 0.01, 0.01], [0.01, -0.01, 0.00], [0.02, 0.02, -0.01], [0.00, -0.01, 0.00], [0.06, -0.01, -0.03], [-0.03, -0.01, 0.00], [-0.01, -0.05, 0.03], [0.00, 0.00, 0.00], [0.03, 0.01, -0.04], [0.00, 0.02, 0.01]],
  "lowdin_charge": [0.737, 0.792, -0.592, -0.072, -0.074, -0.068, -0.058, -0.106, -0.213, -0.034, -0.065, -0.073, -0.068, -0.041, -0.627, 0.748, -0.094, -0.212, -0.049, -0.067, -0.070, -0.067, -0.033, 0.130, 0.151, 0.137, 0.140, 0.085, 0.122, 0.100, 0.110, 0.109, 0.109, 0.116, 0.096, 0.139, 0.116, 0.110, 0.109, 0.111, 0.086, -0.082, -0.207, -0.036, -0.057, -0.034, -0.211, -0.038, -0.194, -0.002, -0.242, 0.022, -0.283, 0.019, 0.153, -0.206, -0.233, -0.032, -0.054, -0.076, -0.054, -0.211, -0.024, 0.087, 0.045, 0.045, 0.116, 0.111, 0.122, 0.096, 0.050, 0.093, 0.102, 0.099, 0.101, 0.094, 0.091, 0.093, 0.070, 0.086, 0.084, 0.115, 0.107, 0.114, 0.073, 0.087, 0.027, 0.045, -0.504, 0.001, -0.639, 0.117, 0.107, 0.175],
  "mol_weight_g_mol": 933.006,
  "e_homo_ev": -10.93,
  "e_tot_ha": -3183.39257,
  "spin_multiplicity": 1,
  "total_charge": 1
}

Entry 3:
{
  "formula": "C7H17NOSSi",
  "method": "ωB97M-V with the def2-TZVPD basis set",
  "symbols": ["C", "C", "C", "C", "C", "C", "C", "N", "O", "Si", "S", "H", "H", "H", "H", "H", "H", "H", "H", "H", "H", "H", "H", "H", "H", "H", "H", "H"],
  "positions_angstrom": [[0.005, 0.830, 1.490], [1.060, 2.733, 0.122], [-2.253, 0.697, -1.599], [-0.151, -1.633, -1.899], [-2.156, -1.620, 0.377], [2.460, -1.803, 1.209], [1.104, 1.982, 1.422], [0.090, 0.084, 0.431], [-0.779, 0.913, 2.449], [-1.052, -0.439, -0.653], [3.060, -0.597, 0.004], [1.749, 3.647, 0.272], [0.145, 2.984, -0.238], [1.465, 2.054, -0.688], [-3.174, 0.979, -1.163], [-1.688, 1.508, -1.969], [-2.466, 0.301, -2.571], [0.905, -1.319, -2.064], [-0.448, -2.665, -1.701], [-0.564, -1.571, -2.856], [-1.579, -1.983, 1.179], [-3.035, -1.071, 0.599], [-2.540, -2.344, -0.302], [3.317, -2.335, 1.543], [1.805, -2.384, 0.603], [2.035, -1.128, 2.065], [2.072, 1.456, 1.714], [0.613, 2.725, 2.227]],
  "forces_ev_per_a": [[0.44, 2.83, 1.52], [5.27, -0.74, -0.14], [1.59, -0.88, -0.16], [0.10, 1.34, 1.00], [0.38, 1.42, -1.52], [-0.24, 3.13, 0.46], [-1.92, 0.53, 2.51], [1.46, -0.78, 0.63], [0.34, -1.12, -1.26], [-1.87, -2.79, -2.24], [-1.11, 0.45, 0.23], [-1.17, -1.26, -0.74], [-2.97, 1.07, -0.40], [0.05, 0.95, 0.68], [-0.71, 0.48, 0.78], [0.57, 1.79, 0.16], [-0.41, -1.15, -0.46], [-0.43, -0.98, 0.57], [1.03, -0.14, 0.72], [-0.92, 0.74, -1.79], [0.15, -0.66, 1.12], [-0.69, 0.68, 1.15], [0.16, -1.14, -0.56], [0.66, -0.66, 0.46], [-0.95, -0.72, 0.40], [0.33, -1.81, -1.44], [-0.94, 1.19, -0.45], [1.79, -1.76, -1.23]],
  "lowdin_charge": [-0.616, -0.137, -0.148, -0.166, -0.133, -0.480, -0.199, 0.054, 0.018, 0.472, 0.686, 0.109, 0.027, 0.066, 0.018, 0.001, 0.021, 0.011, 0.027, -0.016, 0.017, 0.015, 0.019, 0.012, 0.000, 0.074, 0.093, 0.154],
  "mol_weight_g_mol": 191.372,
  "e_homo_ev": [-8.54, -8.52],
  "e_tot_ha": -1094.41766,
  "spin_multiplicity": 1,
  "total_charge": 0
}